Density functional theory data (wB97M-V/def2-TZVPD) for the ion C9H22N3 with charge +1 in a non-equilibrium geometry.

Frontier orbital gap: 9.5 eV
Structure (SMILES): C=C[C@@H](NN)[C@](C)(CC)[NH+](C)C
LUMO: -0.0987 Eh
M: 172.30 g/mol
Calculated total energy: -519.99350 Ha

Geometry as ORCA input:
```
! RIJCOSX wB97M-V def2-TZVPD def2/J DEFGRID3
* xyz 1 1
C 2.9149 1.2664 -0.9630
C 1.9408 1.0516 -0.1101
C -2.2426 1.4139 1.4033
C -0.3960 1.4294 -1.2183
C -0.8082 -1.4468 -1.9982
C -1.3751 -1.9216 0.4046
C -0.8374 0.8097 1.2890
C 1.1034 -0.1218 -0.0924
C -0.4792 0.3340 -0.1610
N 2.6012 -1.3693 1.4521
N 1.3081 -0.9540 1.1530
N -1.2662 -0.8573 -0.6815
H 3.3287 2.3565 -1.1415
H 3.2485 0.4623 -1.6450
H 1.5509 1.8714 0.4939
H -2.7992 1.0839 2.3041
H -2.5608 2.5060 1.5063
H -2.9885 1.0944 0.6741
H -1.4252 1.9342 -1.2424
H -0.2048 1.0344 -2.2795
H 0.3105 2.2373 -1.0526
H -1.3809 -0.9396 -2.7995
H 0.2368 -1.2090 -2.0377
H -1.0247 -2.5768 -1.9050
H -1.7987 -2.9062 0.3683
H -0.4075 -2.1994 0.8226
H -1.8738 -1.4469 1.2877
H -0.0847 1.5641 1.5777
H -0.7630 0.0171 1.9928
H 1.4259 -0.8362 -0.8308
H 2.7739 -2.1197 0.8467
H 3.2385 -0.6395 1.5073
H 0.9661 -0.4732 1.9158
H -2.2318 -0.4490 -0.8407
*
```

Density functional theory data (wB97M-V/def2-TZVPD) for a structure of composition C18H19BBeN6 in a non-equilibrium geometry.

Frontier orbital gap (spin up / spin down): 4.4 / 4.7 eV
LUMO (spin up / spin down): -0.3618 / -0.3588 Eh
M: 339.22 g/mol
Calculated total energy: -1064.76561 Ha

Geometry as ORCA input:
```
! RIJCOSX wB97M-V def2-TZVPD def2/J DEFGRID3
* xyz 2 1
C 2.6589 -0.2598 -0.6291
N 1.4614 -0.1728 -1.2086
N 1.6589 -0.0031 -2.5532
C 2.9803 0.0244 -2.8295
C 3.6631 -0.1372 -1.6195
B 0.3308 0.1420 -3.3794
N -0.4699 -1.1657 -3.0371
N -0.7058 -1.6446 -1.7415
C -1.3312 -2.8335 -1.8670
C -1.4856 -3.1476 -3.2159
C -0.9138 -2.0847 -3.9223
Be -0.7023 -0.9023 -0.2213
N -0.3208 1.4533 -2.8058
N -0.6425 1.4430 -1.4796
C -1.1097 2.6298 -1.1497
C -1.0878 3.4808 -2.2748
C -0.5757 2.6882 -3.3113
H -1.4605 2.8470 -0.1470
H -0.3696 2.8993 -4.3520
H -1.4111 4.5099 -2.3134
H 0.5813 0.2667 -4.5429
H -0.8219 -1.9446 -4.9917
H 3.3014 0.1614 -3.8528
H -1.9672 -4.0276 -3.5981
H 4.7235 -0.1660 -1.4632
H -1.6437 -3.3756 -0.9832
H 2.7383 -0.4003 0.4382
H -3.2876 -0.1184 0.2020
C -2.3232 -0.6398 0.3217
H -2.5063 -1.6831 0.0216
H -1.6778 -0.0464 -0.3979
H -2.0123 -0.5111 1.3698
C 0.2481 -0.4784 1.1380
C 0.4832 0.0018 2.2557
C 0.4775 0.2771 3.6464
C -0.6156 0.9157 4.2898
C -0.7325 0.8808 5.6761
C 0.2590 0.2653 6.4552
C 1.3879 -0.2989 5.8335
C 1.5096 -0.2701 4.4443
H -1.3918 1.3836 3.6880
H -1.6020 1.3213 6.1689
H 0.1586 0.2187 7.5461
H 2.1710 -0.7740 6.4378
H 2.3752 -0.7245 3.9544
*
```

Density functional theory data (wB97M-V/def2-TZVPD) for a structure of composition C10H24IrNO6P2S4 in a non-equilibrium geometry.

Frontier orbital gap (spin up / spin down): 7.9 / 6.6 eV
LUMO (spin up / spin down): -0.4085 / -0.4609 Eh
M: 636.74 g/mol
Expectation value of S²: 0.7550
Calculated total energy: -3280.63905 Ha

Geometry as ORCA input:
```
! RIJCOSX wB97M-V def2-TZVPD def2/J DEFGRID3
* xyz 3 2
Ir 0.1666 0.1118 0.0344
C 0.1441 2.5040 -2.3311
C 0.4352 3.2921 -1.0787
S -0.3451 2.3882 0.2816
C 0.6798 2.9067 1.6745
C 0.3237 2.0045 2.8343
S 0.3954 0.2488 2.4077
C 2.1025 -0.2352 2.7056
C 3.0748 0.2973 1.6803
S 2.5080 -0.2664 0.0571
C 3.1830 0.9818 -1.0556
C 2.4562 0.7827 -2.3698
S 0.6473 0.7785 -2.2036
H 0.6130 2.9359 -3.2177
H -0.9294 2.4470 -2.5285
H -0.0336 4.2779 -1.1436
H 1.4932 3.4361 -0.8693
H 0.4303 3.9456 1.9084
H 1.7264 2.8661 1.3816
H -0.7090 2.1608 3.1532
H 0.9618 2.1822 3.7020
H 2.0743 -1.3273 2.7022
H 2.3639 0.0803 3.7182
H 4.0629 -0.1391 1.8453
H 3.1811 1.3799 1.6831
H 4.2534 0.8053 -1.1878
H 3.0503 1.9683 -0.6162
H 2.6827 -0.1961 -2.7979
H 2.7259 1.5320 -3.1165
N -2.9181 -3.1732 1.1107
C -2.3702 -2.5579 -0.1676
C -3.0545 -3.2469 -1.3511
P -2.9121 -0.7720 -0.0597
O -2.8898 -0.2044 -1.5426
O -4.1978 -0.7694 0.6375
O -1.7392 0.0132 0.6580
P -0.5370 -2.7951 -0.2693
O -0.2338 -1.9058 -1.5944
O -0.1743 -4.1940 -0.4107
O 0.1031 -1.8273 0.7996
H -3.8014 -2.6776 1.3319
H -2.2950 -3.0786 1.9156
H -3.1050 -4.1723 0.9799
H -4.1406 -3.1852 -1.2547
H -2.7650 -4.2982 -1.3991
H -2.7719 -2.7710 -2.2864
H -3.7744 -0.1223 -1.9335
H -0.1414 -2.4114 -2.4175
*
```

Density functional theory data (wB97M-V/def2-TZVPD) for a cluster of 2 separate species, C4H7FOS in total in a non-equilibrium geometry.

Frontier orbital gap: 3.1 eV
LUMO: -0.1194 Eh
M: 122.16 g/mol
Calculated total energy: -729.62501 Ha

Geometry as ORCA input:
```
! RIJCOSX wB97M-V def2-TZVPD def2/J DEFGRID3
* xyz 0 1
C -2.3284 0.8247 -1.4903
C -1.9806 0.2273 -0.3974
C -2.5827 0.4163 1.0129
C 3.4288 -0.8858 -0.3688
O 2.0731 0.7379 1.3711
F -0.8938 -0.5947 -0.3297
S 2.1375 0.3963 -0.0901
H -2.2738 0.9999 -2.5322
H -3.6191 0.2686 0.9570
H -2.1593 -0.3851 1.6232
H -2.4993 1.3730 1.3571
H 4.3165 -0.6933 0.2743
H 3.5828 -0.9537 -1.3708
H 2.7982 -1.7313 -0.0163
*
```

Density functional theory data (wB97M-V/def2-TZVPD) for a cluster of 10 separate species, C27H78N4O15 in total in a non-equilibrium geometry.

Frontier orbital gap: 8.7 eV
Structure (SMILES): COC[C@H](C)N.COC[C@H](C)N.COC[C@H](C)N.COC[C@H](C)N.OCCO.OCCO.OCCO.OCCO.OCCO.CO
LUMO: 0.0008 Eh
M: 698.93 g/mol
Calculated total energy: -2422.78387 Ha

Geometry as ORCA input:
```
! RIJCOSX wB97M-V def2-TZVPD def2/J DEFGRID3
* xyz 0 1
C 3.0806 1.8094 5.0338
C 1.8279 0.9537 5.2139
O 0.8917 1.1650 4.1693
O 2.8274 3.0623 5.6833
H 3.3312 1.9161 3.9788
H 3.9267 1.3294 5.5295
H 1.4277 1.0528 6.2232
H 2.2132 -0.0670 5.1003
H 0.6056 2.0856 4.2702
H 3.0305 3.7725 5.0608
C 0.8003 3.3099 2.2190
C 1.5780 4.5789 2.5699
O 1.5549 4.7951 3.9887
O -0.4230 3.2708 2.8966
H 1.4628 2.4786 2.5170
H 0.7421 3.0675 1.1511
H 1.1546 5.4948 2.1516
H 2.6315 4.4912 2.3191
H 0.6374 4.7893 4.2871
H -0.7575 2.3733 2.7905
C -2.8096 1.9676 -0.9130
C -3.2260 2.2534 0.5337
O -4.5994 2.5570 0.6477
O -3.1548 3.0278 -1.7665
H -3.2519 1.0070 -1.2348
H -1.7670 1.6288 -1.0114
H -2.5735 3.0136 0.9639
H -3.0019 1.3879 1.1684
H -5.0893 1.7693 0.3928
H -2.8427 2.8379 -2.6547
C 4.3746 -0.7231 1.4435
C 3.8286 -1.0306 2.8355
O 4.7155 -0.5342 3.8361
O 3.9020 -1.6533 0.4178
H 5.4211 -1.0405 1.4724
H 4.2498 0.3000 1.1054
H 3.6466 -2.0906 3.0210
H 2.8270 -0.5890 2.8750
H 5.1006 -1.3228 4.2273
H 4.5292 -2.3777 0.4673
C 2.0752 -3.9901 -1.3100
C 2.0157 -4.1326 -2.8298
O 1.8853 -5.4760 -3.2438
O 1.7818 -2.6528 -0.9891
H 3.0465 -4.3113 -0.9231
H 1.3192 -4.7217 -0.9937
H 2.8734 -3.6156 -3.2741
H 1.1646 -3.5335 -3.1598
H 2.1969 -6.0595 -2.5456
H 2.3778 -2.3880 -0.2565
C 0.2522 -0.2100 0.3334
O -0.3512 0.6040 1.3269
H 0.6544 0.3189 -0.5306
H 1.1348 -0.7286 0.7158
H -0.4363 -0.9668 -0.0376
H -0.0166 0.3485 2.1984
C 1.8841 1.8637 -2.1201
C 2.5573 3.1093 -2.6683
C 2.8200 2.9693 -4.1489
O 3.2732 1.7237 -4.6514
C 4.5915 1.4103 -4.2842
N 1.7025 4.2713 -2.3452
H 1.3487 2.1914 -1.2295
H 2.5587 1.0335 -1.8960
H 1.1837 1.3908 -2.8170
H 3.4861 3.2877 -2.1201
H 3.5090 3.7151 -4.5808
H 1.9007 3.2040 -4.6989
H 4.8636 0.4293 -4.6721
H 4.8462 1.5011 -3.2260
H 5.2705 2.0852 -4.8312
H 0.7821 4.1709 -2.7539
H 2.1940 5.0965 -2.6653
C 0.3010 -2.6484 3.2121
C -1.1601 -2.9606 3.2054
C -1.5143 -4.4373 3.4007
O -1.2773 -5.2383 2.2628
C -2.1496 -5.0020 1.1656
N -1.8767 -2.1646 4.1766
H 0.8412 -2.7447 4.1562
H 0.4113 -1.5832 2.9536
H 0.8474 -3.0687 2.3642
H -1.5562 -2.6719 2.2170
H -2.5029 -4.5629 3.8499
H -0.8173 -4.7860 4.1709
H -2.3812 -3.9588 0.9685
H -3.0835 -5.5472 1.3499
H -1.7289 -5.5512 0.3259
H -2.8129 -1.8794 3.9246
H -1.3687 -1.3372 4.4595
C -3.3220 -0.4702 0.7494
C -4.3779 0.2735 1.5716
C -5.7970 -0.0155 1.0813
O -5.8730 0.1881 -0.2892
C -7.1938 0.0428 -0.8027
N -4.2201 -0.1816 2.9758
H -3.1304 -1.4863 1.0861
H -2.4098 0.1355 0.7263
H -3.5700 -0.5485 -0.3135
H -4.1696 1.3493 1.5489
H -6.4687 0.6437 1.6530
H -6.0143 -1.0585 1.3572
H -7.6063 -0.9009 -0.4431
H -7.1953 0.0509 -1.8895
H -7.7509 0.9248 -0.4772
H -3.4337 0.3457 3.3413
H -5.0603 0.1467 3.4519
C -0.9337 0.0802 -6.8514
C 0.1995 0.1956 -5.7989
C 0.0654 -0.7938 -4.6428
O -0.9808 -0.4340 -3.7437
C -1.2544 -1.4662 -2.8154
N 1.4826 0.0937 -6.4610
H -0.7267 0.8390 -7.6085
H -1.8792 0.3567 -6.3847
H -1.0021 -0.8895 -7.3402
H 0.2012 1.2493 -5.4800
H 0.9675 -0.7455 -4.0190
H -0.1783 -1.7864 -5.0324
H -2.2185 -1.2476 -2.3684
H -0.4057 -1.5233 -2.1251
H -1.2705 -2.4683 -3.2634
H 1.5625 0.5955 -7.3405
H 2.2254 0.5920 -5.9688
*
```

Density functional theory data (wB97M-V/def2-TZVPD) for the molecule C21H28N4O2 in a non-equilibrium geometry.

Frontier orbital gap: 8.5 eV
Structure (SMILES): CCCCN(CC)C(=O)Cn1ncc2c3ccccc3n(CCC)c2c1=O
LUMO: 0.0216 Eh
M: 368.48 g/mol
Calculated total energy: -1186.56278 Ha

Geometry as ORCA input:
```
! RIJCOSX wB97M-V def2-TZVPD def2/J DEFGRID3
* xyz 0 1
C -6.4189 -1.0617 2.4167
C -5.6518 0.0865 1.7727
C -4.8869 -0.3724 0.5335
H -5.5888 -0.8081 -0.1791
H -4.1730 -1.1503 0.8111
C -4.1402 0.7932 -0.1281
N -3.2193 0.3741 -1.1594
C -1.9292 0.0358 -0.9401
O -1.1984 -0.3618 -1.8235
C -1.4102 0.1969 0.4988
N -0.0316 -0.2280 0.5396
N 0.1521 -1.5080 0.8585
C 1.3361 -2.0227 0.7865
C 2.4401 -1.2608 0.3486
C 2.2281 0.0818 0.0195
N 3.3911 0.6518 -0.4063
C 4.3766 -0.2997 -0.3523
C 5.7252 -0.2134 -0.6845
C 6.5001 -1.3433 -0.5386
C 5.9619 -2.5462 -0.0739
C 4.6289 -2.6476 0.2544
C 3.8238 -1.5200 0.1164
H 4.2097 -3.5767 0.6099
H 6.6071 -3.4063 0.0249
H 7.5498 -1.3005 -0.7892
H 6.1588 0.7068 -1.0447
C 3.5414 2.0335 -0.7833
H 2.6513 2.3290 -1.3438
C 3.6775 2.9490 0.4381
C 4.9135 2.6402 1.2730
H 4.9626 3.3051 2.1320
H 5.8190 2.7765 0.6851
H 4.8921 1.6151 1.6371
H 3.7191 3.9801 0.0836
H 2.7780 2.8435 1.0464
H 4.4192 2.1223 -1.4273
C 0.9208 0.6815 0.1072
O 0.6184 1.8466 -0.1179
H 1.4202 -3.0596 1.0707
H -1.4422 1.2521 0.7836
H -1.9766 -0.4215 1.1942
C -3.7163 0.2154 -2.5177
C -4.0724 -1.2302 -2.8525
H -4.4029 -1.2954 -3.8858
H -3.1936 -1.8566 -2.7281
H -4.8648 -1.6023 -2.2085
H -2.9231 0.5463 -3.1937
H -4.5851 0.8648 -2.6431
H -4.8662 1.4756 -0.5801
H -3.5989 1.3549 0.6357
H -6.3497 0.8789 1.4931
H -4.9495 0.5049 2.4972
H -6.9495 -0.7180 3.3012
H -5.7380 -1.8568 2.7121
H -7.1451 -1.4747 1.7202
*
```

Density functional theory data (wB97M-V/def2-TZVPD) for the molecule C11H23N3O3 in a non-equilibrium geometry.

Frontier orbital gap: 9.9 eV
Structure (SMILES): CC(C)[C@H](N)C(=O)N[C@@H](CCCCN)C(=O)O
LUMO: 0.0305 Eh
M: 245.32 g/mol
Calculated total energy: -822.89295 Ha

Geometry as ORCA input:
```
! RIJCOSX wB97M-V def2-TZVPD def2/J DEFGRID3
* xyz 0 1
C 3.0765 0.8883 -0.6327
C 1.7502 0.6975 0.1094
C 4.0524 -0.3315 -0.4525
C 4.0854 -0.7007 1.0126
C 3.7125 -1.5239 -1.3986
C -0.6251 0.2280 -0.1202
C -0.4327 -0.9621 0.7485
C -1.8217 0.0689 -1.0130
C -3.1270 0.3153 -0.1921
C -4.3096 -0.2787 -1.0570
C -5.6362 -0.2098 -0.3540
H 3.9781 2.1902 0.7363
H 4.3417 2.5737 -0.9146
H 2.8426 1.0975 -1.7070
H 5.0746 0.0817 -0.5773
H 4.7289 0.0072 1.5157
H 3.1991 -0.8533 1.5326
H 4.6855 -1.6671 1.1998
H 3.3834 -1.1768 -2.4194
H 4.5921 -2.1063 -1.3216
H 2.8721 -1.9709 -0.8979
H 1.1191 -0.3712 -1.3425
H -0.7893 1.1993 0.4178
H -1.8790 0.7683 -1.8182
H -1.7039 -0.9779 -1.3293
H -3.2390 1.3975 -0.1283
H -2.9787 -0.0611 0.8455
H -4.1400 -1.2680 -1.4767
H -4.2461 0.2590 -1.9709
H -5.7391 -1.1987 0.1978
H -6.4903 -0.0976 -1.0250
H -5.1076 1.7071 0.3432
H -6.4571 1.1772 1.0318
H -0.2357 -1.1843 2.6393
N 3.6256 2.2083 -0.2248
N 0.7230 0.4071 -0.7736
N -5.5774 0.8644 0.6832
O 1.5641 0.9598 1.2726
O -0.2352 -2.0648 0.3214
O -0.5237 -0.5239 2.0025
*
```

Density functional theory data (wB97M-V/def2-TZVPD) for a structure of composition C7H18BiClIN2O2P in a non-equilibrium geometry.

Frontier orbital gap: 8.1 eV
LUMO: -0.2891 Eh
M: 564.54 g/mol
Calculated total energy: -1850.84443 Ha

Geometry as ORCA input:
```
! RIJCOSX wB97M-V def2-TZVPD def2/J DEFGRID3
* xyz 2 1
C 0.8752 5.7455 -0.5981
I -0.0482 3.7726 -0.5140
H 1.8952 5.6777 -0.2158
H 0.2729 6.4280 0.0078
H 0.8669 6.0538 -1.6467
Bi 0.5004 0.6280 0.3539
P 0.6848 -0.5005 -2.1618
C -0.5183 -0.2259 -3.5099
C 2.1670 0.3950 -2.7275
H 1.9338 -2.5287 -1.6330
H 1.5496 -2.4509 -3.3742
H 0.2801 -2.9040 -2.2121
C 1.1577 -2.2577 -2.3625
H 2.9941 0.2340 -2.0263
H 2.4694 0.0266 -3.7153
H -0.0839 -0.5129 -4.4819
H -0.8017 0.8342 -3.5583
H 1.9592 1.4687 -2.8053
H -1.4164 -0.8381 -3.3449
C -1.9968 0.6447 -0.7465
O -3.0445 1.0329 -0.9565
Cl 2.4867 -0.8153 0.7447
C 0.1636 -1.4036 4.3990
N -1.1166 -1.7391 3.7660
C -1.4315 -1.4560 2.4874
N -2.6851 -1.7926 2.0499
O -0.6146 -0.9084 1.6732
H 0.7803 -0.9026 3.6385
H 0.6663 -2.3187 4.7649
H 0.0092 -0.7400 5.2712
H -1.8301 -2.1825 4.3217
H -2.9256 -1.6196 1.0898
H -3.3229 -2.2735 2.6823
*
```